# 1
Entry from the Open Molecules 2025 dataset: a structure of composition C45H68AlBeCl3F5N5O10S in a non-equilibrium geometry (ωB97M-V/def2-TZVPD).

CARTESIAN COORDINATES (ANGSTROEM)
1 C -0.78380 0.37694 5.71733
2 C -0.83331 1.49697 4.70724
3 C -1.21571 2.78497 5.02993
4 C -1.24231 3.78158 4.07317
5 C -0.90155 3.50157 2.76722
6 C -0.52076 2.21528 2.42658
7 C -0.16433 1.90328 0.97970
8 C -0.85802 0.63027 0.54584
9 C -2.29030 0.66280 0.41924
10 C -3.11262 1.90053 0.74500
11 C -4.32872 2.09649 -0.16094
12 C -4.01294 2.10334 -1.64672
13 O -5.25360 1.99810 -2.34274
14 C -2.94621 -0.45548 -0.00895
15 C -2.25333 -1.63632 -0.29547
16 N -2.94576 -2.72342 -0.76633
17 C -2.23403 -3.77334 -1.02475
18 C -2.98006 -4.98910 -1.57513
19 F -2.40244 -5.45772 -2.68086
20 F -4.20463 -4.57351 -1.95640
21 C -3.23208 -6.07780 -0.44977
22 F -2.40443 -5.86748 0.57796
23 F -4.47841 -5.85259 0.01879
24 C -0.82240 -3.79464 -0.81371
25 C 0.05267 -4.97523 -1.13336
26 O 0.42846 -5.05892 -2.35505
27 O 0.38721 -5.68492 -0.21835
28 N -0.14036 -2.78939 -0.38192
29 C -0.88038 -1.68984 -0.12940
30 C -0.18647 -0.53499 0.27846
31 C 1.33252 -0.66172 0.37491
32 C 1.92976 -0.81950 -1.05934
33 C 1.53304 0.32441 -2.01438
34 C 1.08140 -0.08299 -3.43053
35 C 0.31962 1.07613 -4.09534
36 C 1.27180 2.26783 -4.32686
37 C 0.94920 3.43960 -3.39189
38 S 2.54760 4.16233 -2.88518
39 C 2.15235 5.70798 -2.22873
40 N 2.64164 6.83566 -2.61528
41 N 2.13983 7.82736 -1.83370
42 C 1.33349 7.25458 -1.00356
43 O 1.28584 5.94006 -1.19511
44 C -0.47941 1.22231 3.38976
45 H -0.49874 0.73017 6.70194
46 H -1.76031 -0.09697 5.72771
47 H -0.08710 -0.36814 5.34595
48 H -1.47012 3.02677 6.05315
49 H -1.54960 4.80111 4.37083
50 H -0.91916 4.28748 2.01862
51 H 0.90637 1.88658 0.80845
52 H -0.56320 2.71951 0.37757
53 H -3.43651 1.76597 1.77868
54 H -2.49530 2.79204 0.73189
55 H -4.76349 3.06822 0.07046
56 H -5.09209 1.34698 0.03890
57 H -3.47286 3.02655 -1.88100
58 H -3.37303 1.27414 -1.95597
59 H -5.09693 2.41228 -3.19781
60 H -4.01616 -0.47452 -0.13630
61 H -3.23434 -7.19196 -0.76127
62 H 1.77196 0.14540 0.94695
63 H 1.55541 -1.61582 0.85015
64 H 3.01772 -0.82629 -0.99484
65 H 1.60408 -1.86400 -1.36409
66 H 0.78559 0.98743 -1.58298
67 H 2.42575 0.93191 -2.16585
68 H 1.99229 -0.32117 -3.98234
69 H 0.42781 -0.95846 -3.40916
70 H -0.13246 0.70486 -5.01010
71 H -0.44419 1.36484 -3.37322
72 H 2.29364 1.93640 -4.13555
73 H 1.24662 2.58552 -5.36500
74 H 0.44545 3.07694 -2.50156
75 H 0.36771 4.21145 -3.88507
76 H 0.78044 7.75942 -0.23634
77 H -0.16607 0.23636 3.07476
78 Al 1.34344 -3.38765 -2.66799
79 C 6.79237 8.80652 -0.88045
80 C 5.62120 9.30291 -0.05495
81 O 4.51013 9.64530 -0.87950
82 H 7.10738 9.56616 -1.59729
83 H 7.63996 8.55098 -0.24460
84 H 6.50911 7.92046 -1.45267
85 H 5.89214 10.19684 0.50615
86 H 5.30839 8.52874 0.65633
87 H 4.25819 8.85357 -1.36587
88 C 9.38399 5.79287 -1.08271
89 O 10.20873 5.01191 -1.60801
90 O 9.87471 7.05285 -0.80737
91 O 8.21214 5.53535 -0.80215
92 H 10.76525 6.87341 -1.16474
93 Cl -2.29019 -8.28428 -2.05624
94 O -7.76084 1.66816 -0.70179
95 H -7.28194 1.28313 -1.46029
96 C -9.05440 2.46908 -3.74086
97 C -7.82371 3.36314 -3.73253
98 C -8.22226 4.85382 -3.80046
99 O -6.99015 3.05002 -4.82548
100 H -9.63068 2.60402 -4.66130
101 H -8.75325 1.42000 -3.69797
102 H -9.69834 2.68857 -2.89037
103 H -7.24267 3.18597 -2.83149
104 H -8.77436 5.09142 -4.71468
105 H -7.32643 5.47441 -3.79812
106 H -8.85471 5.12332 -2.92811
107 H -7.48776 3.20220 -5.63889
108 Be -2.56402 5.79833 3.33832
109 C 3.46383 -6.51525 -0.56979
110 C 3.16218 -7.60024 0.44738
111 N 4.29307 -8.44914 0.76636
112 C 3.92915 -9.62460 1.53433
113 C 3.38087 -9.41032 2.95238
114 C 5.49805 -7.76539 1.19119
115 C 5.40532 -6.87025 2.43660
116 H 3.84226 -6.93908 -1.50125
117 H 2.54448 -5.97900 -0.79040
118 H 4.18934 -5.78730 -0.19923
119 H 2.37172 -8.23023 0.03291
120 H 2.74136 -7.12811 1.34871
121 H 4.79228 -10.29300 1.58589
122 H 3.17793 -10.17352 0.96008
123 H 4.16968 -9.15893 3.65886
124 H 2.92095 -10.33509 3.30317
125 H 2.61864 -8.63248 2.98720
126 H 5.85132 -7.15303 0.35857
127 H 6.28816 -8.50494 1.33804
128 H 4.49960 -6.26381 2.44459
129 H 6.25722 -6.18925 2.45546
130 H 5.44191 -7.45021 3.35642
131 Cl 1.05102 -2.96896 6.77236
132 C -0.17753 -4.03660 7.50184
133 C -1.49725 -3.95968 6.77997
134 Cl -2.29693 -2.38213 7.01008
135 H -0.27999 -3.76345 8.54875
136 H 0.21091 -5.05198 7.44623
137 H -2.17413 -4.71842 7.16867
138 H -1.37720 -4.12195 5.71187
139 F -8.29684 6.84236 -2.44012

Summary:
Maximum force ... 2.2 eV Å⁻¹
LUMO level ... -7.1 eV
Total energy ... -144660.786 eV
Frontier orbital gap ... 0.889 eV

These are the Löwdin partial charges, in e, on atoms 1 to 2: -0.063 -0.239



# 2
Entry from the Open Molecules 2025 dataset: a structure of composition C45H68CoN3O2SSe in a non-equilibrium geometry (ωB97M-V/def2-TZVPD).

CARTESIAN COORDINATES (ANGSTROEM)
1 Co 0.22260 -0.08434 -0.02927
2 C 4.18172 0.56313 -6.57004
3 C 3.05630 -0.45571 -6.35313
4 C 2.07845 -0.43235 -7.53484
5 C 3.68017 -1.85267 -6.29760
6 C 2.32545 -0.09561 -5.07013
7 C 2.30102 -0.92902 -3.96762
8 C 1.61885 -0.56152 -2.82444
9 Se 1.62226 -1.82199 -1.35731
10 C 0.01054 -2.75865 -1.84963
11 C 0.16361 -3.83852 -2.69284
12 C -0.93239 -4.57662 -3.10291
13 C -2.16382 -4.20653 -2.56617
14 C -2.34934 -3.13906 -1.70608
15 C -1.23523 -2.31354 -1.33927
16 O -1.33711 -1.25848 -0.60776
17 C -3.72725 -2.85999 -1.11093
18 C -3.62909 -2.98220 0.41531
19 C -4.18216 -1.44105 -1.47331
20 C -4.80499 -3.83731 -1.60116
21 C -0.72905 -5.70417 -4.10444
22 C 0.25953 -6.73515 -3.54103
23 C -2.02794 -6.43071 -4.46206
24 C -0.15251 -5.10127 -5.39489
25 C 0.91351 0.65497 -2.68653
26 O 0.22580 0.94192 -1.62777
27 C 1.01624 1.54564 -3.80108
28 C 1.68547 1.13650 -4.93788
29 C 0.38683 2.93231 -3.71047
30 C 0.58876 3.77872 -4.97359
31 C 1.02749 3.69140 -2.53905
32 C -1.11786 2.78093 -3.45608
33 H 4.73503 0.33545 -7.48013
34 H 4.86745 0.53653 -5.72416
35 H 3.78331 1.57173 -6.64737
36 H 2.57670 -0.76406 -8.44600
37 H 1.68358 0.56644 -7.70270
38 H 1.24351 -1.10152 -7.33295
39 H 4.16499 -2.06855 -7.24897
40 H 2.91951 -2.61023 -6.12477
41 H 4.42927 -1.91954 -5.51188
42 H 2.80638 -1.88345 -3.95716
43 H 1.16576 -4.08417 -3.01728
44 H -3.02161 -4.79989 -2.83074
45 H -2.89783 -2.27538 0.79668
46 H -3.32038 -3.98700 0.70039
47 H -4.59451 -2.77041 0.87480
48 H -3.45311 -0.72170 -1.11373
49 H -5.14724 -1.22637 -1.01314
50 H -4.28173 -1.33603 -2.55302
51 H -4.56734 -4.86380 -1.32548
52 H -4.93255 -3.77796 -2.68170
53 H -5.75764 -3.57985 -1.13842
54 H -0.13220 -7.17979 -2.62868
55 H 1.21568 -6.27603 -3.30698
56 H 0.42871 -7.52671 -4.27010
57 H -2.46468 -6.90507 -3.58622
58 H -1.81996 -7.20420 -5.20136
59 H -2.74990 -5.73752 -4.88794
60 H 0.77908 -4.58031 -5.19492
61 H -0.85533 -4.38517 -5.81502
62 H 0.03877 -5.87663 -6.13595
63 H 1.73031 1.81307 -5.77536
64 H 1.64661 3.93219 -5.18029
65 H 0.13135 4.75663 -4.82719
66 H 0.11713 3.31898 -5.83882
67 H 2.10515 3.75830 -2.67601
68 H 0.82958 3.16443 -1.61203
69 H 0.62709 4.70543 -2.47599
70 H -1.60451 2.33799 -4.32297
71 H -1.57441 3.75183 -3.25860
72 H -1.26821 2.13084 -2.59935
73 C -3.47938 5.78914 1.29885
74 C -4.41065 4.79808 0.60641
75 C -3.96059 3.33968 0.72245
76 C -2.81207 2.95175 -0.21515
77 N -1.58742 3.64587 0.10910
78 C -0.76306 3.22666 1.09882
79 S -1.06916 1.84586 1.97551
80 N 0.26730 4.06326 1.38519
81 C 1.29565 3.78003 2.35410
82 C 1.04362 4.40727 3.72599
83 C 0.91975 5.93048 3.74192
84 C 2.15142 6.65249 3.20265
85 H -3.96083 6.76117 1.39167
86 H -2.55634 5.91853 0.74211
87 H -3.22872 5.43639 2.29526
88 H -4.51611 5.06963 -0.44766
89 H -5.40174 4.88026 1.05994
90 H -4.80587 2.69190 0.48386
91 H -3.65681 3.13004 1.74779
92 H -3.07150 3.19604 -1.24631
93 H -2.64486 1.86905 -0.13327
94 H -1.21446 4.27639 -0.58489
95 H 0.43107 4.82607 0.74661
96 H 2.25400 4.11776 1.95635
97 H 1.32454 2.69713 2.49078
98 H 1.87495 4.10996 4.36800
99 H 0.12984 3.97405 4.13062
100 H 0.74612 6.23767 4.77737
101 H 0.04648 6.23054 3.15890
102 H 3.05858 6.28696 3.67869
103 H 2.07891 7.72235 3.38983
104 H 2.24172 6.50562 2.12875
105 C 1.88015 0.99397 0.46590
106 H 2.69266 0.63387 -0.17064
107 H 2.19853 0.86067 1.49865
108 H 1.76157 2.05813 0.26535
109 N 0.48600 -1.05531 1.50578
110 C 0.08915 -1.96828 2.13845
111 C -0.12700 -3.10120 2.86984
112 C -0.10775 -4.36754 2.21154
113 C -0.15972 -5.52190 2.94321
114 C -0.23608 -5.48497 4.33927
115 C -0.29793 -4.25080 4.99216
116 C -0.25826 -3.07772 4.28823
117 H -0.04303 -4.38870 1.13074
118 H -0.14433 -6.47849 2.43469
119 H -0.24922 -6.40299 4.90797
120 H -0.37642 -4.22211 6.07206
121 H -0.29768 -2.12024 4.78923

Summary:
Maximum force ... 5.6 eV Å⁻¹
LUMO level (spin up / spin down) ... 2.0 / 2.0 eV
Charge ... -1
Total energy ... -170145.397 eV
Energy relative to the best compared isomer or geometry (same formula, charge and spin) ... 0.0 kJ/mol
Frontier orbital gap (spin up / spin down) ... 5.924 / 5.990 eV
2S+1 ... 2

These are the Löwdin partial charges, in e, on atoms 1 to 2: 0.187 -0.053



Which of these has the highest maximum force?
C45H68CoN3O2SSe



The highest maximum force belongs to which entry?
C45H68CoN3O2SSe